ORCA calculation (the ωB97M-V functional and the def2-TZVPD basis) on a molecular structure, C11H25FIN3O6P2S in a non-equilibrium geometry.

Results
frontier orbital gap = 7.7892 eV
energy = -68792.6472 eV

Atoms and positions in Å:
C -0.30709 -2.75627 -0.43781
C -1.02024 -2.40706 -1.54978
C -2.26905 -3.14139 -2.06479
C -3.60953 -2.75269 -1.41332
P -4.03223 -0.93511 -1.14925
O -5.57544 -0.86722 -1.74749
I -2.72448 0.45243 -2.67598
O -3.94006 -3.38760 -0.15848
S -5.41182 -4.05015 -0.16775
O -6.32481 -3.47727 0.74650
O -5.38472 -5.46145 -0.09106
O -5.85805 -3.73394 -1.72719
C -4.68621 -3.34963 -2.37810
F -4.22808 -4.54587 -2.93786
H 0.69493 -3.16950 -0.59088
H -0.61679 -2.59404 0.59657
H -0.66879 -1.56628 -2.15705
H -2.30387 -3.10347 -3.15434
H -2.11566 -4.19523 -1.82005
H -6.10596 -0.29356 -1.17685
H -4.83836 -2.70553 -3.24672
O 1.45418 0.48170 -0.51697
P 2.43825 1.19630 0.38984
N 1.62894 0.89680 1.86907
C 0.88490 1.76951 2.74473
C 1.69122 -0.47110 2.35525
N 2.23526 2.74850 -0.35637
C 1.72550 3.95240 0.27850
C 1.76543 2.72109 -1.74574
N 3.83722 1.75056 1.22618
C 3.93555 2.45928 2.48271
C 4.99299 1.96741 0.34729
H 1.28154 1.72544 3.76824
H -0.17239 1.47644 2.79477
H 0.91305 2.81455 2.45136
H 2.65522 -0.67307 2.84413
H 1.57367 -1.18373 1.53383
H 0.89692 -0.68159 3.07252
H 0.74414 3.80524 0.74005
H 1.59997 4.75133 -0.45394
H 2.43190 4.36711 1.00015
H 0.67576 2.60502 -1.80334
H 2.22620 1.91119 -2.30451
H 2.03955 3.64671 -2.25786
H 3.24132 3.29482 2.58151
H 4.93520 2.87688 2.60704
H 3.78526 1.78800 3.33251
H 4.97456 2.96608 -0.10373
H 5.00046 1.23439 -0.46155
H 5.93455 1.84358 0.88604

---

ORCA calculation (the ωB97M-V functional and the def2-TZVPD basis) on 10 unconnected molecules or ions with the total composition C30H54O30 in a non-equilibrium geometry.

Results
spin multiplicity = 2
frontier orbital gap (alpha / beta) = 9.8052 / 2.9360 eV
energy = -93395.0990 eV
total charge = +1

Atoms and positions in Å:
C 5.34606 6.10644 0.53087
C 5.85024 5.01185 1.46303
O 5.13948 3.90584 1.04952
C 4.16767 4.27027 0.12803
O 3.28791 3.50779 -0.35083
O 4.35556 5.45658 -0.18419
H 6.21391 6.47329 -0.01718
H 4.88581 6.93613 1.06742
H 5.60900 5.20445 2.50840
H 6.91606 4.92321 1.25260
C -2.95297 0.89777 2.83341
C -2.22993 0.80909 4.13808
O -1.25657 1.79982 3.99124
C -1.60867 2.66754 3.02099
O -1.00607 3.65497 2.49088
O -2.79395 2.23207 2.41816
H -4.00990 0.73284 3.04270
H -2.53757 0.09926 2.21865
H -1.83289 -0.17783 4.37567
H -2.88943 1.11670 4.94958
C 1.85912 -3.31260 1.26611
C 1.07006 -4.54113 0.89203
O 0.13781 -4.44744 1.92150
C 0.10344 -3.17774 2.55047
O -0.60619 -2.93510 3.55106
O 1.17860 -2.56030 2.24016
H 2.04384 -2.73703 0.35909
H 2.93242 -3.43015 1.41544
H 1.73363 -5.39992 0.99326
H 0.54393 -4.44433 -0.05767
C 3.01153 5.65040 4.20946
O 2.64116 4.46278 3.47408
C 2.54995 3.35258 4.16334
O 2.89393 3.27059 5.32559
O 2.11029 2.41257 3.29933
C 2.00825 1.05761 3.87163
H 2.74721 6.39129 3.45492
H 4.06556 5.57312 4.47618
H 2.37265 5.72534 5.08941
H 2.94580 0.55281 4.10461
H 1.40524 0.46715 3.18182
H 1.43143 1.03780 4.79629
C 4.86500 0.97039 -1.03451
O 4.54138 -0.02688 -0.02019
C 5.21619 -0.10867 1.11148
O 6.03448 0.74041 1.57841
O 4.68602 -1.10907 1.76401
C 5.02109 -1.32281 3.09099
H 5.31923 1.82587 -0.53459
H 3.93276 1.34242 -1.45949
H 5.48095 0.62513 -1.86487
H 5.30368 -0.37642 3.55206
H 5.78009 -2.08279 3.27655
H 4.11722 -1.76781 3.50703
C -4.76126 -9.21465 -0.54811
O -4.26594 -7.94183 -0.12299
C -3.24491 -7.41319 -0.76561
O -2.67631 -7.80076 -1.76509
O -2.89699 -6.28330 -0.14389
C -1.74186 -5.60381 -0.45201
H -5.20652 -9.82432 0.23811
H -4.03887 -9.81749 -1.09842
H -5.56996 -8.91911 -1.21652
H -0.84276 -6.21221 -0.35417
H -1.76876 -4.68966 0.14105
H -1.83716 -5.25680 -1.48089
C -2.43405 -5.29785 -4.29985
O -2.45398 -3.96050 -3.72602
C -1.94393 -2.90085 -4.32259
O -1.46770 -2.92001 -5.37492
O -2.06105 -1.88329 -3.46379
C -1.63018 -0.58004 -3.88124
H -2.32779 -5.39047 -5.38070
H -3.38707 -5.79711 -4.12496
H -1.64804 -5.91014 -3.85783
H -1.31637 -0.00734 -3.00853
H -2.43964 0.02463 -4.29019
H -0.94525 -0.60073 -4.72892
C 1.59532 3.89992 -2.97343
O 2.43528 2.93609 -3.65245
C 1.95174 1.79456 -3.98228
O 0.78414 1.46881 -3.93581
O 2.93692 1.00699 -4.21871
C 2.62650 -0.34370 -4.65103
H 0.62278 4.21807 -3.34901
H 2.09752 4.86486 -2.90431
H 1.25997 3.59542 -1.98201
H 2.25879 -0.87325 -3.77213
H 3.44686 -0.97473 -4.99296
H 1.88331 -0.34664 -5.44837
C 1.25733 0.37428 -0.67918
O -0.14616 0.32422 -0.93337
C -0.98743 -0.03822 -0.03918
O -0.68195 -0.51411 1.04357
O -2.12504 -0.31600 -0.66914
C -3.18902 -1.02984 -0.08164
H 1.72919 1.27148 -1.07978
H 1.60989 -0.57313 -1.08688
H 1.47379 0.22252 0.37828
H -3.72231 -0.38075 0.61290
H -3.00133 -2.01403 0.34762
H -3.90094 -1.37821 -0.82991
C -6.76552 1.40420 0.49128
O -7.30295 2.40644 -0.41852
C -6.50171 3.32369 -0.87174
O -5.28636 3.24666 -0.91089
O -7.22015 4.19661 -1.60227
C -6.68471 5.21080 -2.36506
H -6.42604 0.50101 -0.01576
H -7.61826 1.14235 1.11768
H -5.93883 1.76010 1.10612
H -6.37225 6.12693 -1.86390
H -7.38271 5.51053 -3.14676
H -5.94079 4.87034 -3.08531

---

ORCA calculation (the ωB97M-V functional and the def2-TZVPD basis) on 16 unconnected molecules or ions with the total composition C69H166N4O16 in a non-equilibrium geometry.

Results
frontier orbital gap = 9.1575 eV
energy = -112957.0778 eV

Atoms and positions in Å:
C 0.40938 2.67930 -1.14165
C 0.76382 1.18856 -0.93321
C 0.23545 0.65220 0.40336
C -1.24162 0.41976 0.41219
C -1.57357 -0.47342 -0.74977
C -1.13540 0.04841 -2.09942
N 0.32048 0.29845 -1.98615
O 0.92921 0.63891 -3.22766
C -1.34879 -1.06417 -3.16864
C -2.07915 1.26190 -2.39266
C 2.26287 1.15277 -0.86308
H 1.20933 3.32375 -0.82286
H -0.42624 2.92105 -0.46152
H 0.14801 2.80909 -2.16453
H 0.82382 -0.26497 0.53595
H 0.70927 1.22738 1.18436
H -1.75766 1.38717 0.33736
H -1.49549 -0.04852 1.40160
H -2.64204 -0.67882 -0.82437
H -1.06467 -1.42591 -0.72969
H -0.96415 -2.01546 -2.89301
H -2.40109 -1.20528 -3.36768
H -0.87715 -0.85674 -4.07858
H -2.00218 2.11046 -1.70030
H -1.90334 1.68650 -3.35882
H -3.07590 0.93530 -2.22934
H 2.62981 1.84233 -0.07103
H 2.67139 1.47642 -1.80208
H 2.57354 0.12717 -0.59742
H 0.64391 1.52578 -3.40598
C -3.85602 6.36314 -5.44955
C -2.66430 6.85992 -4.64119
C -3.00975 8.30271 -4.10270
C -2.11259 8.76826 -2.92269
C -2.42646 7.74659 -1.79134
C -1.96050 6.37347 -2.14502
N -2.61879 6.02121 -3.48447
O -2.09953 4.66708 -3.72741
C -0.36336 6.30998 -2.24314
C -2.52700 5.33765 -1.19069
C -1.34715 6.83108 -5.47794
H -3.64623 5.36887 -5.93033
H -4.03510 7.11827 -6.17731
H -4.71376 6.25124 -4.85697
H -2.72188 8.96497 -4.85372
H -4.03202 8.38127 -3.88242
H -2.36212 9.79490 -2.56858
H -1.09666 8.69769 -3.27399
H -3.51792 7.74813 -1.61313
H -1.94331 7.97534 -0.82828
H -0.08397 5.47262 -2.86862
H 0.04923 7.24373 -2.49085
H -0.09301 6.14387 -1.14154
H -3.60634 5.29125 -1.32711
H -2.08715 4.34607 -1.23446
H -2.22229 5.72571 -0.13859
H -0.55096 7.32850 -4.97509
H -1.35166 7.19119 -6.53382
H -1.09771 5.75741 -5.49175
H -2.88927 4.11837 -3.91969
C 7.14017 0.14502 3.19530
C 7.45021 0.96406 1.89150
C 6.27710 1.01106 0.87404
C 5.32270 2.10542 1.20140
C 5.97301 3.44304 1.43970
C 7.04540 3.40752 2.55292
N 7.91019 2.33621 2.12477
O 8.89862 2.19119 3.15568
C 7.82449 4.69140 2.58862
C 6.35834 3.20428 3.88375
C 8.56513 0.24618 1.11880
H 6.52582 -0.70802 2.87138
H 6.56219 0.64797 3.94659
H 8.09183 -0.17523 3.63135
H 6.63740 1.20284 -0.17003
H 5.73747 -0.00494 0.81369
H 4.72865 1.79466 1.98756
H 4.65726 2.22561 0.32850
H 5.26672 4.28751 1.62666
H 6.51684 3.87390 0.56837
H 7.07738 5.47174 2.60682
H 8.56798 4.71694 3.43776
H 8.40041 4.67774 1.64759
H 5.87081 4.16254 4.21925
H 5.63714 2.44622 3.78068
H 7.04202 2.90497 4.66605
H 9.46847 0.24705 1.68612
H 8.63590 0.80078 0.18298
H 8.26349 -0.79966 1.00010
H 9.66313 2.64863 2.77021
C -5.37374 -0.72696 6.86267
C -4.92495 0.57258 6.12840
C -4.60974 1.65342 7.19292
C -4.00039 2.84479 6.60155
C -2.71326 2.60362 5.79262
C -2.88297 1.37108 4.79960
N -3.56814 0.27235 5.54208
O -3.53285 -0.97276 4.80724
C -3.70444 1.83552 3.57943
C -1.47554 0.85114 4.40821
C -5.96205 0.91273 5.13772
H -6.20697 -0.52007 7.67477
H -4.49579 -1.09529 7.36640
H -5.85334 -1.41941 6.16569
H -5.51431 1.90947 7.69609
H -4.02774 1.26785 8.00391
H -3.69584 3.51889 7.38240
H -4.79169 3.39328 6.03783
H -1.95784 2.30410 6.51709
H -2.41628 3.49678 5.17378
H -3.03488 2.25201 2.79340
H -4.30367 1.02043 3.07880
H -4.40774 2.59029 3.72083
H -0.94074 1.44409 3.64419
H -0.93271 0.75544 5.36796
H -1.63572 -0.15761 4.06259
H -6.82718 0.78644 5.77909
H -6.05092 0.27156 4.27057
H -5.85277 2.00758 4.87826
H -4.00582 -0.82569 3.97320
C -2.77458 -3.35132 7.64771
C -1.54124 -2.69216 6.96789
C -0.26225 -3.36411 7.30472
O -1.62007 -2.67992 5.59018
H -3.64762 -2.72966 7.38968
H -2.58657 -3.45278 8.76009
H -2.99629 -4.35101 7.24012
H -1.56825 -1.65932 7.36803
H 0.59169 -2.86252 6.79632
H -0.26949 -4.40527 6.93725
H -0.13049 -3.53793 8.34133
H -2.28467 -1.99121 5.38960
C -4.57234 -6.10017 4.88834
C -5.07850 -5.27548 3.73262
C -6.24951 -4.40206 4.04962
O -4.10124 -4.38972 3.30347
H -5.43683 -6.77121 5.19134
H -4.15266 -5.50667 5.69531
H -3.77577 -6.78012 4.49240
H -5.38348 -6.01975 2.99601
H -5.94370 -3.76527 4.87521
H -7.08741 -4.98889 4.39550
H -6.60171 -3.91662 3.14225
H -3.22938 -4.84293 3.31144
C 0.08427 -6.12704 2.58134
C -0.21885 -4.85830 3.32694
C -0.27567 -3.72527 2.25451
O -1.56216 -5.01259 3.95816
H -0.42969 -7.00095 3.08366
H 1.12831 -6.29354 2.48025
H -0.37507 -6.11730 1.51450
H 0.40183 -4.53819 4.14337
H -1.14050 -3.87795 1.56578
H 0.65263 -3.65488 1.63767
H -0.40635 -2.73789 2.75824
H -1.56922 -4.37203 4.71629
C 1.62511 3.27357 4.41152
C 1.54732 4.09162 3.08441
C 0.21515 4.42373 2.46289
O 2.25038 5.29633 3.36005
H 1.15780 2.29660 4.32727
H 1.11571 3.67574 5.27130
H 2.73444 3.03997 4.60524
H 2.09726 3.47428 2.37821
H -0.17509 3.48370 2.06457
H 0.28902 5.14245 1.60163
H -0.42552 4.93623 3.24589
H 3.19944 5.10172 3.51154
C -3.18392 -4.82560 -2.83955
C -2.96867 -5.18692 -4.30962
C -3.37332 -3.96184 -5.16933
O -1.69794 -5.66823 -4.70170
H -2.78398 -5.45698 -2.05931
H -4.22099 -4.70203 -2.64599
H -2.72942 -3.82885 -2.66280
H -3.64502 -5.98946 -4.54768
H -4.38803 -3.66713 -4.91654
H -3.41853 -4.23989 -6.20670
H -2.56657 -3.20367 -5.05090
H -1.01572 -5.14790 -4.23242
C 4.26351 -4.46890 -6.48972
C 2.88165 -5.02507 -6.79517
C 2.99196 -6.00890 -7.92501
O 2.36388 -5.63507 -5.58802
H 4.80390 -5.26308 -5.97890
H 4.26758 -3.69917 -5.74998
H 4.85567 -4.29069 -7.46281
H 2.25590 -4.13995 -7.06421
H 2.11972 -6.43645 -8.33750
H 3.76169 -6.80801 -7.67986
H 3.53155 -5.46758 -8.70106
H 1.70950 -6.27178 -5.95884
C -6.02232 -0.97941 0.34870
C -5.83094 -2.16616 1.27455
C -5.29100 -3.38399 0.50089
O -4.89323 -1.73037 2.27990
H -6.35554 -0.07865 0.96864
H -6.83824 -1.10859 -0.34083
H -5.03951 -0.75294 -0.14869
H -6.75150 -2.46883 1.72256
H -4.79308 -3.10714 -0.42672
H -6.06596 -4.07892 0.19217
H -4.50887 -3.85262 1.04096
H -4.42862 -2.51429 2.58410
C 3.12554 -2.56591 -0.60148
C 3.03411 -2.30201 -2.11782
C 3.95597 -3.16421 -2.87565
O 1.68887 -2.50162 -2.62116
H 3.88971 -1.95571 -0.03204
H 3.40976 -3.61231 -0.47113
H 2.18454 -2.25475 -0.17362
H 3.23154 -1.22526 -2.26419
H 3.78102 -3.27199 -3.90734
H 3.81979 -4.25234 -2.59923
H 5.02703 -2.91799 -2.79438
H 1.20780 -1.68981 -2.53368
C 4.56461 6.87957 -0.87732
C 4.23163 6.57385 -2.30630
C 5.35900 5.89994 -3.02485
O 3.06254 5.74418 -2.26199
H 4.80238 5.86787 -0.37340
H 3.80171 7.38746 -0.30964
H 5.49363 7.52601 -0.80809
H 4.02006 7.49837 -2.85308
H 5.10072 5.39681 -3.92548
H 5.91341 5.16962 -2.41431
H 6.06898 6.65144 -3.37310
H 2.76552 5.57890 -3.16497
C 0.90840 1.73935 -6.74691
C 0.04641 2.94084 -6.28737
O -0.12150 2.85037 -4.91188
H 0.65217 1.48010 -7.77864
H 0.77541 0.78368 -6.26577
H 1.97786 2.11078 -6.76018
H -0.91959 2.90701 -6.82707
H 0.58791 3.82798 -6.58423
H -0.72616 3.52334 -4.66707
C 1.25612 -9.66239 -6.18412
C 0.70692 -8.68581 -5.27763
O 0.21600 -7.58346 -6.04424
H 0.55564 -9.99202 -6.97805
H 1.50797 -10.62145 -5.58932
H 2.20019 -9.29749 -6.54340
H 1.54224 -8.29405 -4.68450
H -0.12579 -9.02767 -4.67206
H -0.50192 -7.05843 -5.57045
C 1.59025 -6.63793 -1.37218
C 1.22182 -5.80098 -2.61823
O 0.22744 -4.74870 -2.40824
H 2.09972 -5.95962 -0.70014
H 2.37695 -7.38669 -1.46709
H 0.72666 -7.09458 -0.78886
H 0.81823 -6.49910 -3.28869
H 2.12491 -5.37603 -3.03396
H 0.75159 -3.93013 -2.33014

---

ORCA calculation (the ωB97M-V functional and the def2-TZVPD basis) on a single C22H30N4O6 molecule.

Results
structure (SMILES) = CC(=O)c1cn(CCCCCCCCCCn2cc(C(C)=O)c(=O)[nH]c2=O)c(=O)[nH]c1=O
frontier orbital gap = 9.1053 eV
energy = -41549.8715 eV

Atoms and positions in Å:
C 0.64134 2.52379 -2.34377
C 1.01754 1.10825 -2.03406
O 0.30799 0.16959 -2.35373
C 2.27614 0.88833 -1.30124
C 2.61490 -0.39814 -1.00194
N 3.70448 -0.76127 -0.31088
C 3.97098 -2.14926 0.02049
C 3.50490 -2.49573 1.43935
C 2.02503 -2.20972 1.69030
C 1.07464 -3.11804 0.91132
C -0.36786 -2.63677 1.05376
C -1.30970 -3.29982 0.05193
C -2.73227 -2.73411 0.14641
C -3.44148 -2.67225 -1.20963
C -2.84887 -1.64044 -2.17677
C -3.46397 -0.24632 -2.05420
N -3.29751 0.35046 -0.73813
C -2.07102 0.62099 -0.25908
C -1.82575 1.21903 0.94144
C -0.41869 1.43905 1.34487
C -0.16450 2.50228 2.36418
O 0.47603 0.77699 0.85190
C -2.95681 1.57174 1.78934
O -2.94036 2.09851 2.87830
N -4.17918 1.20430 1.22661
C -4.43604 0.62254 0.01236
O -5.55336 0.37678 -0.37028
C 4.57744 0.19757 0.19820
O 5.56352 -0.09077 0.83019
N 4.22843 1.48678 -0.09850
C 3.12384 1.96301 -0.80872
O 2.98278 3.15653 -0.94558
H -0.29536 2.54848 -2.89590
H 0.54786 3.08563 -1.41698
H 1.42972 3.00026 -2.92149
H 1.96512 -1.19135 -1.34686
H 3.47621 -2.77829 -0.71960
H 5.05164 -2.30010 -0.04257
H 3.71451 -3.55313 1.61006
H 4.10526 -1.91620 2.14238
H 1.82736 -2.32933 2.75738
H 1.80380 -1.17026 1.43801
H 1.33438 -3.11198 -0.14886
H 1.16716 -4.14764 1.26427
H -0.71973 -2.81753 2.07160
H -0.38237 -1.55782 0.88453
H -0.91387 -3.13278 -0.95148
H -1.32665 -4.37932 0.21464
H -3.32579 -3.35083 0.82400
H -2.68854 -1.73679 0.58465
H -4.49800 -2.44455 -1.05255
H -3.38518 -3.66196 -1.66730
H -3.02902 -1.96424 -3.20314
H -1.76942 -1.56662 -2.04542
H -3.00063 0.41459 -2.79225
H -4.54029 -0.28950 -2.23517
H -1.24294 0.35041 -0.90150
H -0.57875 3.44937 2.02479
H -0.67724 2.24606 3.28939
H 0.90375 2.60203 2.53780
H -4.99861 1.41458 1.78755
H 4.84726 2.20007 0.27390